# 1
A structure of composition C24H27AsBr4N3O3RuS2. Source: OMol25; level of theory: wB97M-V/def2-TZVPD.

Geometry as XYZ:
```
65
Properties=species:S:1:pos:R:3:nbo_charge:R:1
Ru -0.0310 0.3977 1.3327 0.76
Br -0.0639 -2.5015 7.6296 0.16
Br 3.9455 0.2298 4.6291 0.13
Br 2.9550 -1.2173 7.4373 0.16
Br -2.1333 -2.1895 5.0650 0.12
As -1.3601 -1.3029 0.1812 1.14
S -1.0860 2.4182 2.6432 0.18
S -2.3679 4.4876 0.8001 0.45
O -0.8458 -0.5606 2.8762 -0.57
O 1.6441 0.3116 2.6352 -0.55
O 4.7002 0.2426 -3.2697 -0.50
N 1.1693 0.9768 -0.0801 -0.46
N 3.2855 1.4934 -1.2067 -0.44
N -1.2411 2.2810 0.0350 -0.52
C -1.5331 2.9730 1.1025 -0.12
C -2.5313 4.4091 -3.2442 -0.21
C -0.1213 -4.0419 -0.2520 -0.62
C 1.7764 -1.0642 5.9846 -0.14
C -2.7256 4.9029 -1.9689 -0.20
C -1.6202 2.9033 -1.1087 0.18
C -0.4031 -1.4525 5.0149 -0.16
C -1.4105 2.4398 -2.4080 -0.26
C -2.2730 4.1427 -0.9000 -0.24
C 3.5701 1.0204 -3.5724 -0.08
C 4.5972 -0.3745 -2.0103 -0.08
C 0.4842 -1.6001 6.0740 -0.14
C -1.8106 -1.4048 -1.7627 -0.68
C 2.1700 1.2304 -0.6231 0.63
C 2.1870 -0.4139 4.8262 -0.18
C 1.3134 -0.2486 3.7370 0.31
C 4.4561 0.6798 -0.9023 -0.24
C -3.0772 -0.6205 -2.0910 -0.62
C -0.0336 -0.7577 3.8570 0.25
C -3.0120 -1.9355 1.0654 -0.69
C -3.4643 -3.3410 0.6785 -0.62
C 0.0193 -2.7076 0.4709 -0.70
C -1.8803 3.1907 -3.4619 -0.19
C 3.3639 2.1201 -2.5167 -0.24
H 4.3431 0.2163 0.0770 0.23
H -0.9581 -1.0141 -2.3284 0.23
H 3.7262 -1.0509 -1.9844 0.16
H -0.8849 1.5073 -2.5476 0.21
H -4.4777 -3.5028 1.0385 0.24
H -2.8245 -4.0906 1.1385 0.21
H 0.0398 -2.8676 1.5561 0.24
H 2.6703 0.3850 -3.6229 0.16
H 3.7512 1.4624 -4.5532 0.22
H 0.9778 -2.2415 0.1943 0.23
H 5.3280 1.3385 -0.9008 0.22
H -0.3132 -3.8930 -1.3147 0.21
H -3.7899 -1.2016 0.8274 0.24
H -3.4567 -3.4837 -0.4030 0.20
H -1.7477 2.8324 -4.4707 0.22
H 2.4599 2.6918 -2.7203 0.23
H 5.5086 -0.9560 -1.8710 0.22
H 4.2309 2.7866 -2.5127 0.22
H -2.9860 0.4178 -1.7775 0.22
H -2.8804 4.9761 -4.0922 0.23
H -1.9421 -2.4552 -2.0370 0.24
H -3.2654 -0.6424 -3.1618 0.23
H -3.9383 -1.0546 -1.5878 0.21
H -0.9296 -4.6315 0.1739 0.22
H -3.2147 5.8493 -1.8039 0.23
H 0.8011 -4.6125 -0.1523 0.23
H -2.8383 -1.8840 2.1428 0.27
```

Values from the calculation:
* total energy: -14743.524113 hartree
* charge: +1
* lowest unoccupied orbital energy (spin up / spin down): -5.4 / -5.3 eV
* ΔE to the lowest compared entry with this formula, charge and spin: 291.5 kJ/mol
* M: 965.24 g/mol
* gap between HOMO and LUMO (spin up / spin down): 4.91 / 4.98 eV

---

# 2
A structure of composition C24H27AsCl2MoO3P. Source: OMol25; level of theory: wB97M-V/def2-TZVPD.

Geometry as XYZ:
```
59
Properties=species:S:1:pos:R:3:lowdin_spin:R:1
Mo -0.1222 -1.5325 -0.7000 0.74
As -1.2709 -1.9392 2.6009 0.00
Cl -0.7330 -3.1701 -2.2195 0.08
Cl -1.9311 3.1074 0.2016 0.00
P 0.7423 0.0181 -2.1384 -0.01
O -0.4424 -1.0884 1.3654 0.05
O 2.7681 -2.6219 -0.3424 0.08
O 0.4202 2.3367 0.8689 0.00
C -0.4303 3.1955 0.9954 0.00
C 0.8706 -3.1877 6.0352 0.24
C -2.4344 -0.7051 3.5304 0.00
C 0.8917 1.8364 -2.1859 0.00
C -2.8381 0.8901 5.3269 0.00
C -3.9564 -4.1304 0.2285 0.00
C 2.4175 -0.3487 -2.8647 0.00
C -0.2769 4.4489 1.7973 0.00
C 2.2665 -3.6518 4.1162 0.22
C 1.2722 -3.1463 3.2702 0.25
C -3.6437 -5.4558 0.5417 0.00
C -1.9705 0.0430 4.6218 0.00
C 1.7075 -2.1189 -0.4916 0.06
C -3.7747 -0.5725 3.1437 0.00
C -0.3864 -0.1929 -3.5691 0.00
C -2.0010 -4.6887 2.1584 0.00
C 2.0753 -3.6583 5.5013 0.00
C -2.6634 -5.7347 1.5007 0.00
C -0.1343 -2.6992 5.1872 0.25
C 0.0713 -2.6572 3.8006 0.02
C -4.6346 0.2986 3.8262 0.00
C -2.2917 -3.3656 1.8067 0.00
C -4.1698 1.0319 4.9218 0.00
C -3.2764 -3.0799 0.8585 0.00
H -0.0824 2.2934 -1.9941 0.00
H -0.3375 5.3308 1.1449 0.00
H 3.1806 -0.1502 -2.0972 0.00
H -1.0671 -2.3269 5.6062 0.01
H 0.7193 -3.1887 7.1168 0.01
H 2.5837 0.3156 -3.7266 0.00
H -1.0417 4.4712 2.5816 0.00
H -4.1410 -1.1400 2.2957 0.00
H -3.4970 -2.0487 0.5862 0.00
H 2.5159 -1.3986 -3.1731 0.00
H -0.9258 -0.0278 4.9155 0.00
H -5.6698 0.4098 3.4957 0.00
H -1.3753 0.1680 -3.2677 0.00
H 0.7164 4.4207 2.2467 0.00
H 2.8621 -4.0321 6.1602 0.00
H 0.0061 0.4194 -4.3870 0.00
H -0.4746 -1.2393 -3.8710 0.00
H -4.7283 -3.9055 -0.5065 0.00
H -1.2710 -4.8985 2.9393 0.00
H 1.5705 2.1710 -1.3988 0.00
H 1.2717 2.1384 -3.1713 0.00
H 3.1976 -4.0284 3.6880 0.01
H -4.1679 -6.2715 0.0414 0.00
H -2.4742 1.4494 6.1909 0.00
H 1.4398 -3.1091 2.1939 0.01
H -2.4156 -6.7678 1.7487 0.00
H -4.8426 1.7052 5.4564 0.00
```

Values from the calculation:
* total energy: -4721.090132 hartree
* charge: +3
* 2S+1: 3
* expectation value of S²: 2.03
* lowest unoccupied orbital energy (spin up / spin down): -10.8 / -13.7 eV
* M: 636.22 g/mol
* gap between HOMO and LUMO (spin up / spin down): 6.58 / 3.66 eV